Molecular formula: C18H8Cl4N2O7PdS
Method: DFT, ωB97M-V with the def2-TZVPD basis set

Element x y z (Å)
Pd (0.685, -0.925, 0.382)
Cl (-3.980, -0.608, 5.742)
C (-2.828, -0.027, 4.626)
C (-2.545, 1.429, 4.626)
Cl (-3.397, 2.405, 5.739)
C (-1.649, 1.972, 3.789)
Cl (-1.283, 3.635, 3.764)
C (-0.897, 1.127, 2.831)
O (-0.049, 1.555, 2.109)
C (-1.239, -0.380, 2.811)
O (-0.732, -1.119, 2.000)
C (-2.218, -0.879, 3.783)
Cl (-2.538, -2.553, 3.749)
O (-2.070, 0.567, 0.249)
C (-2.122, 0.801, -0.939)
C (-1.773, -0.102, -2.036)
C (-2.214, 0.303, -3.294)
C (-2.127, -0.542, -4.374)
C (-1.617, -1.833, -4.230)
C (-1.157, -2.241, -3.006)
C (-1.170, -1.385, -1.875)
O (-0.651, -1.841, -0.778)
N (-2.596, -0.092, -5.679)
O (-3.045, 1.037, -5.769)
O (-2.543, -0.882, -6.605)
H (-2.507, 1.780, -1.287)
H (-2.655, 1.283, -3.423)
H (-1.579, -2.485, -5.090)
H (-0.733, -3.227, -2.870)
O (2.140, -0.251, 1.568)
N (3.307, 0.012, 0.967)
C (4.283, 0.516, 1.756)
C (5.511, 0.812, 1.241)
C (5.743, 0.584, -0.121)
C (4.738, 0.075, -0.899)
C (3.480, -0.220, -0.348)
S (2.178, -0.862, -1.271)
H (3.988, 0.650, 2.785)
H (6.274, 1.215, 1.890)
H (6.707, 0.809, -0.557)
H (4.877, -0.114, -1.954)

Values from the calculation:
**LUMO energy**: -2.59 eV
**E_tot**: -3693.60389 Eh
**Energy above the lowest of the compared OMol25 structures with the same formula, charge and spin**: 25.0 kJ/mol
**Frontier orbital gap**: 5.66 eV